{"formula": "C27H35AsN7O2S2Ti", "method": "ωB97M-V/def2-TZVPD", "species": ["Ti", "C", "C", "N", "N", "C", "S", "N", "N", "H", "H", "H", "H", "H", "H", "S", "C", "C", "C", "C", "C", "C", "As", "C", "C", "C", "C", "C", "C", "C", "C", "C", "C", "C", "C", "H", "H", "H", "H", "H", "H", "H", "H", "H", "H", "H", "H", "H", "H", "C", "N", "C", "C", "C", "O", "H", "H", "H", "H", "H", "H", "H", "H", "H", "C", "N", "C", "N", "O", "H", "H", "H", "H", "H", "H"], "coordinates": [[0.278, 0.258, -0.252], [-1.973, -4.550, 1.106], [-2.363, -3.151, 1.405], [-3.465, -2.770, 1.957], [-3.365, -1.404, 2.016], [-2.228, -0.914, 1.514], [-1.702, 0.665, 1.411], [-1.575, -2.047, 1.118], [-0.314, -2.019, 0.524], [-2.777, -5.208, 1.422], [-1.063, -4.828, 1.640], [-1.803, -4.692, 0.037], [-4.114, -0.858, 2.406], [-0.362, -2.481, -0.378], [0.357, -2.487, 1.125], [0.278, 2.421, -1.441], [0.283, 3.688, -0.203], [-0.360, 4.901, -0.458], [-0.382, 5.905, 0.497], [0.237, 5.726, 1.728], [0.888, 4.532, 1.993], [0.919, 3.524, 1.036], [1.776, 1.821, 1.324], [2.165, 1.847, 3.223], [3.283, 2.483, 3.755], [3.491, 2.494, 5.127], [2.582, 1.876, 5.976], [1.462, 1.245, 5.450], [1.257, 1.228, 4.077], [3.551, 2.133, 0.591], [3.811, 3.197, -0.265], [5.086, 3.377, -0.789], [6.109, 2.498, -0.459], [5.854, 1.432, 0.398], [4.577, 1.245, 0.911], [-0.851, 5.043, -1.412], [-0.892, 6.835, 0.280], [0.212, 6.510, 2.474], [1.374, 4.384, 2.950], [3.992, 2.974, 3.100], [4.362, 2.991, 5.535], [2.744, 1.889, 7.046], [0.748, 0.768, 6.110], [0.378, 0.742, 3.667], [3.020, 3.895, -0.513], [5.283, 4.215, -1.446], [7.107, 2.653, -0.851], [6.657, 0.765, 0.689], [4.390, 0.430, 1.603], [3.944, -2.449, -0.272], [4.073, -1.473, -1.345], [5.393, -1.374, -1.958], [3.119, -0.559, -1.535], [3.334, 0.541, -2.526], [2.035, -0.641, -0.906], [4.451, -3.367, -0.563], [2.896, -2.657, -0.091], [4.393, -2.074, 0.650], [5.774, -2.378, -2.135], [6.085, -0.842, -1.305], [5.342, -0.856, -2.909], [4.222, 1.115, -2.262], [2.470, 1.204, -2.498], [3.472, 0.145, -3.534], [-1.964, -0.681, -5.269], [-1.978, -0.511, -3.827], [-0.955, -0.770, -3.008], [0.182, -1.301, -3.541], [-1.056, -0.572, -1.782], [-2.957, -0.468, -5.652], [-1.716, -1.708, -5.540], [-1.264, 0.005, -5.751], [-2.765, -0.071, -3.380], [0.345, -1.233, -4.532], [0.994, -1.217, -2.951]], "atomic_forces_ev_per_a": [[-0.4, 0.2, 0.2], [0.0, 0.0, 0.0], [0.0, 0.1, 0.0], [0.1, 0.1, 0.0], [-0.2, 0.0, 0.1], [0.0, -0.1, 0.0], [0.0, 0.2, 0.0], [0.1, -0.2, -0.1], [0.0, 0.1, 0.0], [0.0, 0.0, 0.0], [0.0, 0.0, 0.0], [0.0, 0.0, 0.0], [0.0, 0.0, 0.0], [0.0, 0.0, 0.0], [0.0, 0.0, 0.0], [-0.1, 0.0, 0.0], [0.0, 0.0, 0.1], [0.0, 0.0, 0.0], [0.0, 0.0, 0.0], [0.0, 0.0, 0.0], [0.0, 0.0, 0.0], [-0.1, 0.1, 0.0], [0.0, -0.1, 0.0], [0.0, 0.0, 0.0], [0.0, 0.0, 0.0], [0.0, 0.0, 0.0], [0.0, 0.0, 0.0], [0.0, 0.0, 0.0], [0.0, 0.0, 0.0], [0.0, 0.0, 0.0], [0.0, 0.0, 0.0], [0.0, 0.0, 0.0], [0.0, 0.0, 0.0], [0.0, 0.0, 0.0], [0.0, 0.0, 0.0], [0.0, 0.0, 0.0], [0.0, 0.0, 0.0], [0.0, 0.0, 0.0], [0.0, 0.0, 0.0], [0.0, 0.0, 0.0], [0.0, 0.0, 0.0], [0.0, 0.0, 0.0], [0.0, 0.0, 0.0], [0.0, 0.0, 0.0], [0.0, 0.0, 0.0], [0.0, 0.0, 0.0], [0.0, 0.0, 0.0], [0.0, 0.0, 0.0], [0.0, 0.0, 0.0], [0.0, 0.0, 0.0], [0.1, 0.1, 0.1], [-0.1, 0.0, 0.0], [0.0, 0.0, 0.1], [0.0, 0.0, 0.0], [0.3, -0.4, -0.3], [0.0, 0.0, 0.0], [0.0, 0.0, 0.0], [0.0, 0.0, 0.0], [0.0, 0.0, 0.0], [0.0, 0.0, 0.0], [0.0, 0.0, 0.0], [0.0, 0.0, 0.0], [0.0, 0.0, 0.0], [0.0, 0.0, 0.0], [0.0, 0.0, 0.0], [-0.1, 0.0, -0.1], [0.1, 0.1, -0.1], [0.0, 0.1, 0.0], [0.1, -0.2, 0.2], [0.0, 0.0, 0.0], [0.0, 0.0, 0.0], [0.0, 0.0, 0.0], [0.0, 0.0, 0.0], [0.0, 0.0, 0.0], [0.0, -0.1, 0.0]], "lowdin_spin": [1.765, 0.000, 0.001, 0.000, 0.003, 0.009, 0.021, 0.004, 0.017, 0.000, 0.000, 0.000, 0.000, 0.002, 0.003, 0.014, 0.013, 0.000, 0.001, 0.000, 0.001, 0.008, 0.037, 0.002, 0.000, 0.000, 0.000, 0.000, 0.001, 0.004, 0.000, 0.000, 0.000, 0.000, 0.000, 0.000, 0.000, 0.000, 0.000, 0.000, 0.000, 0.000, 0.000, 0.001, 0.000, 0.000, 0.000, 0.000, 0.000, 0.001, 0.012, 0.001, 0.014, 0.002, 0.020, 0.000, 0.000, 0.000, 0.000, 0.001, 0.000, 0.000, 0.001, 0.001, 0.000, 0.002, 0.006, 0.001, 0.026, 0.000, 0.000, 0.000, 0.000, 0.000, 0.001], "total_energy_ev": -148715.5447, "relative_energy_kcal_mol": 0.0, "gap_ev": [6.28, 6.98], "charge": 1, "s2": 2.00, "spin_multiplicity": 3, "fmax_ev_per_a": 0.57}

=====

{"formula": "C3H4N2O2", "method": "ωB97M-V/def2-TZVPD", "species": ["O", "N", "C", "C", "C", "N", "O", "H", "H", "H", "H"], "coordinates": [[2.646, 0.126, -0.019], [1.721, -0.906, -0.101], [0.545, -0.452, -0.003], [-0.100, 0.859, -0.026], [-1.495, 0.592, -0.073], [-1.748, -0.735, -0.234], [-0.463, -1.328, 0.173], [3.515, -0.397, -0.388], [0.412, 1.925, 0.539], [-2.302, 1.365, -0.121], [-2.733, -1.049, 0.253]], "atomic_forces_ev_per_a": [[3.8, -1.6, -1.7], [-0.7, -0.8, 0.3], [-0.8, 1.7, 0.0], [-1.3, 3.2, 2.8], [2.8, 2.7, -0.4], [-1.3, -0.3, 1.1], [-2.5, -2.8, -0.2], [-3.1, 2.2, 1.5], [-1.7, -3.5, -2.5], [0.8, -1.0, 0.1], [3.9, 0.2, -0.9]], "lowdin_charge": [-0.127, 0.004, -0.443, -0.008, -0.151, 0.019, -0.009, 0.173, 0.191, 0.129, 0.222], "total_energy_ev": -10245.0553, "relative_energy_kcal_mol": 166.3, "gap_ev": 8.44, "charge": 0, "fmax_ev_per_a": 4.65, "smiles": "O/N=c1\\cc[nH]o1"}

=====

{"formula": "C10H14BClN6Sn", "method": "ωB97M-V/def2-TZVPD", "species": ["H", "N", "B", "N", "C", "Sn", "H", "C", "H", "C", "H", "C", "H", "H", "H", "N", "N", "N", "N", "C", "C", "H", "H", "C", "C", "C", "C", "H", "H", "H", "H", "H", "Cl"], "coordinates": [[-2.927, 0.476, 2.649], [-1.642, -0.085, 1.042], [-0.632, -0.959, -1.174], [-1.757, -0.851, -0.081], [-2.980, -1.393, -0.073], [-0.302, 1.433, 1.400], [-3.228, -2.063, -0.882], [-3.652, -0.956, 1.066], [-4.646, -1.183, 1.402], [-2.791, -0.125, 1.758], [-1.028, -1.569, -2.138], [2.317, 1.617, 2.009], [2.716, 2.367, 2.716], [1.847, 2.171, 1.151], [3.063, 0.879, 1.633], [0.589, -1.647, -0.491], [-0.180, 0.496, -1.595], [1.168, -1.114, 0.630], [0.135, 1.464, -0.684], [1.202, -2.789, -0.857], [-0.127, 1.043, -2.824], [0.845, -3.317, -1.736], [-0.312, 0.426, -3.685], [2.259, -3.010, 0.038], [0.268, 2.368, -2.685], [2.203, -1.934, 0.946], [0.444, 2.605, -1.338], [2.991, -3.800, 0.042], [0.434, 3.100, -3.448], [2.893, -1.772, 1.777], [0.687, 3.533, -0.842], [1.551, 1.109, 2.616], [-1.405, 3.477, 1.657]], "atomic_forces_ev_per_a": [[0.1, -0.2, -0.1], [-1.8, -1.2, -1.0], [0.8, 0.1, 0.9], [-0.8, 0.7, 0.7], [0.2, 0.0, 0.1], [0.7, -0.6, 2.7], [-0.3, 0.0, 0.2], [-0.8, -0.4, 0.2], [-0.2, -0.2, -0.2], [1.0, -0.5, -1.7], [0.1, 0.2, 0.3], [1.3, 0.2, 0.5], [0.4, -0.2, -0.5], [1.0, -0.6, 0.8], [-0.3, 0.8, 0.3], [0.2, 0.0, 0.6], [-0.4, 0.9, 0.1], [0.7, -0.5, -0.3], [0.2, 0.2, -1.1], [0.7, 0.1, 0.4], [0.4, 0.0, 0.8], [0.2, 0.0, 0.3], [-0.1, 0.1, -0.1], [-0.5, 0.3, -0.4], [0.2, 0.2, -0.7], [-1.1, 0.1, -1.0], [-0.8, -1.3, -0.1], [-0.1, -0.1, -0.1], [0.0, 0.0, -0.3], [-0.6, 0.2, -0.2], [0.0, -0.2, 0.2], [1.1, 0.1, -0.5], [-1.4, 1.9, -0.5]], "lowdin_charge": [0.112, -0.194, -0.452, 0.000, -0.048, 0.818, 0.125, -0.051, 0.096, -0.124, 0.119, -0.173, 0.040, -0.036, 0.035, -0.066, 0.003, 0.036, -0.128, -0.089, -0.041, 0.114, 0.125, -0.078, -0.051, -0.146, -0.124, 0.083, 0.097, 0.103, 0.113, -0.091, -0.127], "total_energy_ev": -38568.9906, "relative_energy_kcal_mol": 28.7, "gap_ev": 7.30, "charge": 0, "fmax_ev_per_a": 2.82}

=====

{"formula": "C3H4CoO2", "method": "ωB97M-V/def2-TZVPD", "species": ["O", "C", "Co", "O", "C", "H", "H", "C", "H", "H"], "coordinates": [[-1.193, -0.621, -0.383], [-0.962, 0.530, 0.297], [-0.447, 2.472, -0.612], [-1.810, 1.436, 0.569], [0.182, -1.109, -0.349], [0.211, -2.032, 0.242], [0.523, -1.278, -1.378], [0.764, 0.133, 0.318], [0.987, 0.077, 1.392], [1.746, 0.393, -0.095]], "atomic_forces_ev_per_a": [[0.1, 3.0, 2.4], [-2.7, -2.0, -2.2], [0.4, 2.3, -1.1], [2.6, -2.3, 0.1], [0.5, -0.1, -0.5], [0.2, 0.1, 0.1], [-0.2, -0.1, 0.2], [0.4, -2.6, 1.4], [-0.7, 0.1, 0.4], [-0.5, 1.5, -0.7]], "lowdin_spin": [0.113, 0.187, 3.668, 0.641, 0.049, 0.020, 0.005, 0.274, 0.028, 0.016], "total_energy_ev": -44868.8945, "relative_energy_kcal_mol": 75.8, "gap_ev": [7.08, 6.82], "charge": 2, "s2": 8.77, "spin_multiplicity": 6, "fmax_ev_per_a": 3.98}

=====

{"formula": "C37H52As3BaCl2FN8O5S", "method": "ωB97M-V/def2-TZVPD", "species": ["Ba", "Cl", "C", "C", "C", "C", "C", "Cl", "C", "S", "H", "H", "H", "C", "As", "C", "C", "C", "C", "C", "As", "C", "C", "C", "As", "C", "C", "H", "H", "H", "H", "H", "H", "H", "H", "H", "H", "H", "H", "H", "H", "H", "H", "H", "H", "H", "H", "H", "H", "H", "H", "H", "H", "H", "C", "C", "N", "C", "C", "N", "C", "N", "N", "N", "C", "C", "C", "C", "C", "C", "H", "H", "H", "H", "H", "H", "H", "H", "H", "H", "H", "F", "C", "C", "N", "C", "C", "O", "O", "C", "O", "N", "C", "O", "H", "H", "H", "H", "C", "N", "C", "C", "O", "H", "H", "H", "H", "H", "H", "H"], "coordinates": [[0.330, 0.335, 0.878], [1.354, 4.806, 1.200], [0.978, 3.822, 2.580], [0.007, 4.293, 3.447], [-0.349, 3.542, 4.555], [0.258, 2.319, 4.769], [1.223, 1.854, 3.889], [1.888, 0.284, 4.220], [1.661, 2.596, 2.770], [2.915, 2.049, 1.675], [-0.456, 5.250, 3.248], [-1.101, 3.902, 5.245], [-0.018, 1.705, 5.615], [-2.029, 4.598, -0.415], [-1.944, 2.666, -0.125], [-3.413, 2.497, 1.151], [-2.937, 1.929, -1.661], [-2.399, 1.998, -3.101], [-1.894, 3.395, -3.472], [-1.296, 0.969, -3.427], [0.396, 0.736, -2.446], [1.438, 0.042, -3.937], [1.226, 2.517, -2.337], [-3.563, 1.594, -4.043], [-5.279, 2.579, -4.326], [-5.531, 3.874, -2.856], [-4.642, 3.890, -5.649], [-2.982, 4.874, -0.866], [-1.206, 4.937, -1.038], [-1.936, 5.080, 0.558], [-4.172, 3.255, 0.955], [-3.035, 2.601, 2.166], [-3.846, 1.504, 1.033], [-3.899, 2.435, -1.629], [-3.114, 0.883, -1.387], [-1.030, 3.679, -2.874], [-2.663, 4.151, -3.332], [-1.590, 3.417, -4.522], [-1.002, 1.133, -4.467], [-1.716, -0.041, -3.375], [1.391, 0.715, -4.793], [1.034, -0.933, -4.206], [2.476, -0.078, -3.630], [1.160, 3.015, -3.305], [2.277, 2.379, -2.081], [0.788, 3.134, -1.553], [-3.870, 0.577, -3.784], [-3.174, 1.537, -5.065], [-5.866, 3.369, -1.951], [-6.339, 4.528, -3.185], [-4.660, 4.487, -2.635], [-4.389, 3.366, -6.571], [-3.777, 4.455, -5.310], [-5.457, 4.581, -5.863], [3.642, -0.773, -0.522], [3.397, -1.657, 0.653], [2.235, -1.905, 1.220], [2.488, -2.770, 2.261], [3.809, -3.079, 2.299], [4.381, -2.367, 1.268], [5.789, -2.368, 0.927], [6.599, -2.327, 2.104], [7.491, -3.323, 2.346], [8.112, -3.071, 3.431], [7.637, -1.882, 3.947], [7.983, -1.186, 5.107], [7.303, -0.016, 5.362], [6.295, 0.455, 4.498], [5.939, -0.219, 3.350], [6.648, -1.392, 3.096], [2.693, -0.386, -0.889], [4.110, -1.318, -1.344], [4.269, 0.078, -0.254], [1.700, -3.126, 2.903], [4.393, -3.707, 2.949], [5.985, -1.507, 0.292], [6.065, -3.279, 0.398], [8.752, -1.561, 5.769], [7.537, 0.557, 6.249], [5.773, 1.372, 4.739], [5.140, 0.159, 2.722], [-5.810, -2.428, -1.337], [-4.942, -2.907, -0.440], [-4.607, -2.201, 0.640], [-3.726, -2.673, 1.585], [-3.200, -1.759, 2.587], [-2.144, -0.825, 1.971], [-1.462, -0.119, 2.742], [-2.030, -0.842, 0.722], [-3.059, -3.865, 1.407], [-2.179, -4.266, 2.140], [-3.478, -4.592, 0.307], [-4.360, -4.211, -0.700], [-4.568, -4.915, -1.663], [-5.017, -1.218, 0.823], [-2.749, -2.333, 3.389], [-4.009, -1.164, 3.010], [-3.020, -5.484, 0.193], [0.989, -4.411, -0.755], [-0.249, -4.595, -1.487], [-0.811, -5.926, -1.524], [-0.828, -3.564, -2.131], [-0.391, -2.428, -2.192], [1.826, -4.888, -1.272], [0.898, -4.846, 0.241], [1.185, -3.347, -0.659], [-0.933, -6.312, -0.508], [-0.159, -6.614, -2.067], [-1.781, -5.908, -2.020], [-1.777, -3.847, -2.616]], "atomic_forces_ev_per_a": [[0.8, -0.1, 0.5], [0.0, 0.1, -0.1], [-0.1, -0.2, 0.1], [0.1, 0.0, -0.1], [0.0, 0.0, 0.0], [0.0, -0.1, 0.0], [-0.1, 0.3, 0.0], [0.1, -0.1, -0.1], [0.1, -0.1, -0.2], [-0.3, -0.2, 0.0], [0.0, 0.0, 0.0], [0.0, 0.0, 0.0], [0.0, 0.0, 0.0], [-0.1, 0.0, 0.1], [0.3, -0.1, -0.1], [0.0, 0.0, -0.1], [0.0, 0.0, -0.1], [0.0, 0.1, -0.1], [0.0, -0.1, 0.0], [0.0, -0.1, -0.1], [0.0, 0.3, 0.4], [0.0, -0.1, 0.0], [0.0, -0.1, -0.4], [0.0, 0.1, 0.1], [0.1, 0.1, 0.0], [0.0, -0.1, 0.0], [-0.1, 0.0, 0.0], [0.0, 0.0, 0.0], [0.0, 0.0, 0.0], [0.0, 0.0, 0.0], [0.0, 0.0, 0.0], [0.0, 0.0, 0.0], [0.0, 0.0, 0.0], [-0.1, 0.0, 0.0], [0.0, 0.0, 0.0], [0.0, 0.0, 0.0], [-0.1, 0.0, 0.0], [0.0, 0.0, 0.0], [0.0, 0.0, 0.0], [0.0, 0.0, 0.0], [0.0, 0.0, 0.0], [0.0, 0.0, 0.0], [0.0, 0.0, 0.0], [0.0, 0.2, 0.1], [0.0, 0.0, 0.0], [-0.1, 0.0, 0.0], [0.0, 0.0, 0.0], [0.0, 0.0, 0.0], [0.0, 0.0, 0.0], [0.0, 0.0, 0.0], [0.1, 0.0, 0.0], [0.0, 0.0, 0.0], [0.0, 0.0, 0.0], [0.0, 0.0, 0.0], [0.0, 0.0, 0.1], [0.0, -0.3, 0.0], [-0.1, 0.5, -0.1], [-0.1, -0.2, 0.0], [-0.1, 0.0, 0.0], [0.0, 0.1, 0.0], [0.0, -0.1, 0.0], [0.0, 0.0, -0.1], [0.0, 0.2, 0.1], [0.1, -0.1, 0.0], [-0.1, 0.1, 0.0], [0.0, 0.0, 0.1], [0.1, -0.1, 0.1], [-0.1, 0.0, -0.1], [-0.1, 0.2, 0.1], [0.1, -0.1, 0.0], [0.0, 0.0, 0.0], [0.0, 0.0, 0.0], [0.0, 0.0, 0.0], [0.0, 0.0, 0.0], [0.0, 0.0, 0.0], [0.0, 0.0, 0.0], [0.0, 0.0, 0.0], [0.0, 0.0, 0.0], [0.0, 0.0, 0.0], [0.0, 0.0, 0.0], [0.0, 0.0, 0.0], [-0.1, 0.0, -0.1], [0.0, 0.0, 0.0], [0.1, 0.0, 0.1], [-0.1, 0.0, 0.2], [0.2, 0.1, -0.1], [-0.3, -0.2, 0.1], [0.0, 0.1, 0.4], [-0.1, 0.0, -0.4], [0.1, 0.0, -0.1], [0.0, 0.0, 0.0], [0.0, 0.1, 0.1], [0.1, -0.1, 0.0], [0.0, 0.0, 0.0], [0.0, 0.0, 0.0], [0.0, 0.0, 0.0], [0.0, 0.0, 0.0], [0.0, 0.0, 0.0], [0.0, 0.0, 0.0], [0.1, 0.0, 0.1], [0.0, 0.0, -0.1], [-0.2, 0.0, -0.1], [0.1, 0.1, 0.0], [0.0, 0.0, 0.0], [0.0, 0.0, 0.0], [0.0, 0.0, 0.0], [0.0, 0.0, 0.0], [0.0, 0.0, 0.0], [0.0, 0.0, 0.0], [0.0, 0.0, 0.0]], "lowdin_charge": [1.513, 0.652, -0.701, -0.131, -0.092, -0.124, -0.723, 0.670, -0.863, 0.370, 0.099, 0.104, 0.106, -0.314, 1.068, -0.292, -0.339, -0.637, -0.071, -0.348, 1.026, -0.304, -0.323, -0.380, 1.130, -0.360, -0.354, 0.019, 0.009, 0.018, 0.031, 0.023, 0.014, 0.037, 0.077, 0.041, 0.057, 0.093, 0.074, 0.071, 0.030, 0.021, 0.017, 0.028, 0.023, -0.022, 0.058, 0.066, 0.009, 0.016, -0.002, 0.015, 0.007, 0.014, -0.029, -0.385, -0.008, -0.143, -0.039, -0.011, -0.067, -0.077, 0.052, 0.068, -0.233, -0.016, -0.081, -0.066, 0.000, -0.171, 0.011, 0.092, 0.073, 0.111, 0.126, 0.136, 0.141, 0.113, 0.102, 0.110, 0.077, 0.092, -0.188, 0.046, -0.002, -0.029, -0.745, -0.190, -0.208, -0.466, 0.087, 0.224, -0.404, 0.091, 0.151, 0.132, 0.138, 0.146, -0.033, -0.182, -0.059, -0.324, -0.036, 0.096, 0.093, 0.059, 0.086, 0.092, 0.081, 0.139], "total_energy_ev": -283182.5228, "relative_energy_kcal_mol": 17.7, "gap_ev": 7.56, "charge": 0, "fmax_ev_per_a": 0.97}